#w
{"formula": "H9O4S", "method": "ωB97M-V with the def2-TZVPD basis set", "elements": ["S", "H", "H", "H", "O", "H", "H", "O", "H", "H", "O", "H", "H", "O"], "xyz": [[-0.38, -1.29, -1.41], [0.37, -1.58, -2.47], [-0.57, -1.27, 0.85], [0.03, -0.52, 2.02], [-0.78, -0.97, 1.76], [0.45, 0.73, -1.16], [0.01, 1.97, -0.38], [0.80, 1.57, -0.78], [-1.95, 0.41, -0.68], [-2.08, 0.45, 0.81], [-2.40, 0.92, 0.02], [1.93, 0.58, 0.31], [2.11, -0.90, 0.34], [2.46, -0.10, 0.76]], "nbo_charge": [-1.02, 0.13, 0.50, 0.48, -0.99, 0.50, 0.48, -1.02, 0.49, 0.49, -1.00, 0.50, 0.47, -1.00], "lumo_ev": 3.86, "e_homo_ev": -4.31, "molar_mass_da": 105.13, "gap_ha": 0.3005, "charge": -1, "multiplicity": 1}



#x
{"formula": "H9O4S", "method": "ωB97M-V with the def2-TZVPD basis set", "elements": ["S", "H", "H", "H", "O", "H", "H", "O", "H", "H", "O", "H", "H", "O"], "xyz": [[0.28, -0.17, 1.15], [0.91, -0.48, 2.28], [-0.79, 1.45, -1.32], [-1.88, 1.42, -0.24], [-1.73, 1.67, -1.14], [2.24, -1.32, -1.51], [1.89, -1.24, -0.02], [2.62, -1.47, -0.65], [-2.50, -1.23, 0.65], [-1.63, -1.70, 1.80], [-2.56, -1.56, 1.54], [0.59, 2.01, -0.49], [1.50, 0.95, -0.79], [1.06, 1.68, -1.26]], "nbo_charge": [-1.04, 0.11, 0.49, 0.48, -0.98, 0.45, 0.50, -1.00, 0.47, 0.50, -0.98, 0.48, 0.50, -0.97], "lumo_ev": 4.00, "e_homo_ev": -4.20, "molar_mass_da": 105.13, "gap_ha": 0.3012, "charge": -1, "multiplicity": 1}



Computed stability ranking, most favorable first: #w, #x



#w
{"formula": "C9H36N18O9", "method": "ωB97M-V with the def2-TZVPD basis set", "elements": ["N", "C", "N", "O", "H", "H", "H", "H", "N", "C", "N", "O", "H", "H", "H", "H", "N", "C", "N", "O", "H", "H", "H", "H", "N", "C", "N", "O", "H", "H", "H", "H", "N", "C", "N", "O", "H", "H", "H", "H", "N", "C", "N", "O", "H", "H", "H", "H", "N", "C", "N", "O", "H", "H", "H", "H", "N", "C", "N", "O", "H", "H", "H", "H", "N", "C", "N", "O", "H", "H", "H", "H"], "xyz": [[5.36, 11.49, 19.46], [6.20, 12.38, 19.96], [6.74, 13.09, 19.02], [6.39, 12.63, 21.15], [5.41, 11.36, 18.46], [5.30, 10.63, 20.00], [7.41, 13.75, 19.39], [6.43, 13.03, 18.06], [1.59, 9.75, 17.57], [2.03, 10.26, 18.66], [2.28, 11.43, 18.50], [1.92, 9.74, 19.76], [1.67, 10.40, 16.80], [1.41, 8.76, 17.52], [2.29, 11.89, 17.60], [2.61, 11.93, 19.31], [0.39, 11.84, 20.80], [0.63, 12.11, 22.05], [1.84, 11.54, 22.42], [-0.15, 12.73, 22.69], [1.14, 11.41, 20.29], [-0.36, 12.45, 20.50], [2.36, 10.98, 21.77], [2.11, 11.56, 23.40], [-0.97, 5.72, 16.12], [0.10, 6.44, 15.93], [0.71, 6.00, 14.83], [0.50, 7.32, 16.69], [-1.34, 5.06, 15.45], [-1.43, 5.95, 16.99], [1.64, 6.37, 14.71], [0.44, 5.11, 14.42], [5.01, 12.61, 14.65], [5.11, 11.83, 15.69], [4.43, 10.69, 15.30], [5.77, 12.01, 16.73], [5.53, 13.47, 14.64], [4.44, 12.51, 13.82], [4.43, 9.94, 15.98], [3.67, 10.80, 14.65], [4.91, 14.99, 23.11], [3.68, 14.99, 22.72], [3.48, 13.97, 21.97], [2.88, 15.87, 23.03], [5.39, 15.70, 23.64], [5.53, 14.24, 22.83], [4.19, 13.28, 21.76], [2.55, 13.69, 21.67], [7.07, 6.93, 17.34], [6.32, 7.96, 17.29], [5.08, 7.51, 17.40], [6.74, 9.11, 17.28], [6.58, 6.10, 17.04], [8.02, 7.20, 17.13], [4.26, 8.06, 17.17], [4.82, 6.58, 17.67], [1.90, 6.67, 20.88], [1.20, 7.02, 21.91], [1.43, 8.33, 22.14], [0.53, 6.18, 22.58], [2.06, 5.70, 20.65], [2.66, 7.27, 20.60], [0.91, 8.92, 22.78], [1.51, 8.87, 21.29], [3.26, 14.65, 15.99], [2.81, 14.34, 17.20], [1.53, 14.08, 17.29], [3.59, 14.27, 18.12], [2.71, 14.56, 15.14], [4.26, 14.78, 15.91], [0.83, 14.33, 16.61], [1.38, 13.81, 18.26]], "lowdin_charge": [0.17, -0.74, 0.18, -0.02, 0.05, 0.12, 0.12, 0.06, 0.21, -0.83, 0.20, 0.01, 0.11, 0.07, 0.11, 0.12, 0.17, -0.77, 0.15, 0.07, 0.04, 0.13, 0.07, 0.12, 0.16, -0.73, 0.15, 0.02, 0.12, 0.13, 0.11, 0.11, 0.14, -0.63, 0.16, 0.02, 0.12, 0.12, 0.07, 0.10, 0.16, -0.79, 0.18, 0.00, 0.12, 0.09, 0.08, 0.09, 0.16, -0.78, 0.15, 0.05, 0.12, 0.13, 0.09, 0.11, 0.14, -0.70, 0.15, -0.02, 0.11, 0.10, 0.10, 0.03, 0.16, -0.78, 0.17, 0.06, 0.10, 0.10, 0.12, 0.11], "lumo_ev": -0.68, "e_homo_ev": -8.30, "molar_mass_da": 540.50, "gap_ha": 0.2800, "charge": 0, "multiplicity": 1}



#x
{"formula": "C9H36N18O9", "method": "ωB97M-V with the def2-TZVPD basis set", "elements": ["N", "C", "N", "O", "H", "H", "H", "H", "N", "C", "N", "O", "H", "H", "H", "H", "N", "C", "N", "O", "H", "H", "H", "H", "N", "C", "N", "O", "H", "H", "H", "H", "N", "C", "N", "O", "H", "H", "H", "H", "N", "C", "N", "O", "H", "H", "H", "H", "N", "C", "N", "O", "H", "H", "H", "H", "N", "C", "N", "O", "H", "H", "H", "H", "N", "C", "N", "O", "H", "H", "H", "H"], "xyz": [[-2.03, 3.10, -2.81], [-1.69, 1.88, -2.42], [-0.66, 1.80, -1.55], [-2.39, 0.94, -2.69], [-1.58, 3.97, -2.58], [-2.96, 3.07, -3.28], [-0.37, 0.90, -1.12], [-0.03, 2.55, -1.26], [-3.09, -0.16, 3.84], [-3.04, -1.55, 4.07], [-3.46, -2.38, 3.06], [-2.62, -1.98, 5.14], [-2.94, 0.12, 2.86], [-2.57, 0.45, 4.48], [-3.20, -3.34, 3.31], [-3.25, -2.17, 2.08], [2.58, 1.15, -0.35], [2.50, 0.62, 0.88], [2.44, -0.74, 0.89], [2.47, 1.36, 1.91], [2.91, 0.57, -1.11], [2.59, 2.18, -0.41], [2.15, -1.13, 0.00], [2.41, -1.37, 1.74], [-1.58, -4.68, -1.79], [-1.66, -4.04, -2.97], [-2.94, -3.78, -3.42], [-0.67, -3.79, -3.67], [-0.77, -4.51, -1.16], [-2.41, -5.00, -1.36], [-3.75, -3.68, -2.89], [-2.97, -3.44, -4.33], [3.84, -2.70, -2.06], [2.51, -2.73, -2.32], [1.96, -3.59, -3.23], [1.89, -1.83, -1.80], [4.38, -3.52, -2.30], [4.16, -2.20, -1.26], [0.96, -3.51, -3.21], [2.35, -4.48, -3.50], [0.50, -2.33, 4.82], [1.25, -1.71, 3.87], [1.38, -0.36, 3.94], [1.80, -2.41, 2.98], [-0.19, -1.79, 5.26], [0.15, -3.27, 4.58], [1.11, 0.18, 4.79], [1.93, 0.11, 3.24], [0.76, 5.00, 2.33], [-0.23, 4.44, 1.63], [-0.22, 3.08, 1.57], [-1.13, 5.10, 1.15], [1.67, 4.83, 2.03], [0.48, 5.97, 2.52], [-0.99, 2.78, 0.94], [0.48, 2.36, 1.63], [1.75, 4.99, -3.00], [1.21, 4.77, -1.76], [0.25, 5.68, -1.38], [1.50, 3.85, -1.01], [2.41, 4.36, -3.35], [1.15, 5.50, -3.69], [0.11, 6.58, -1.84], [-0.07, 5.58, -0.42], [-0.35, -2.68, 0.28], [-1.35, -1.93, -0.44], [-0.90, -1.30, -1.54], [-2.54, -2.09, -0.05], [0.63, -2.55, 0.12], [-0.61, -2.95, 1.19], [-1.56, -0.84, -2.14], [0.14, -1.31, -1.69]], "lowdin_charge": [0.16, -0.73, 0.17, 0.03, 0.08, 0.14, 0.09, 0.05, 0.13, -0.66, 0.15, -0.02, 0.10, 0.10, 0.12, 0.06, 0.17, -0.64, 0.16, -0.06, 0.10, 0.09, 0.04, 0.07, 0.17, -0.64, 0.18, -0.01, 0.11, 0.09, 0.08, 0.08, 0.17, -0.64, 0.20, -0.03, 0.10, 0.10, 0.03, 0.11, 0.16, -0.63, 0.18, -0.06, 0.05, 0.12, 0.14, 0.05, 0.17, -0.74, 0.18, 0.00, 0.08, 0.13, 0.11, 0.07, 0.16, -0.65, 0.16, -0.01, 0.08, 0.12, 0.11, 0.06, 0.15, -0.60, 0.18, -0.04, 0.04, 0.07, 0.08, 0.08], "lumo_ev": 0.32, "e_homo_ev": -9.64, "molar_mass_da": 540.50, "gap_ha": 0.3659, "charge": 0, "multiplicity": 1}



Computed stability ranking, most favorable first: #x, #w



#w
{"formula": "C2H2N2OS", "method": "ωB97M-V with the def2-TZVPD basis set", "elements": ["N", "C", "O", "H", "N", "C", "S", "H"], "xyz": [[1.49, 1.14, -0.74], [0.96, 0.06, -0.86], [0.47, -1.01, -0.81], [2.25, 1.63, -1.07], [-1.17, -1.37, 1.39], [-1.71, -0.35, 1.68], [-2.35, 0.80, 2.48], [-0.83, -1.91, 0.58]], "nbo_charge": [-0.75, 0.88, -0.55, 0.43, -0.66, 0.20, 0.00, 0.45], "lumo_ev": 0.55, "e_homo_ev": -9.29, "molar_mass_da": 102.12, "gap_ha": 0.3616, "charge": 0, "multiplicity": 1}



#x
{"formula": "C2H2N2OS", "method": "ωB97M-V with the def2-TZVPD basis set", "elements": ["N", "N", "O", "C", "C", "S", "H", "H"], "xyz": [[-3.88, 0.26, 0.15], [-4.28, 1.07, -0.48], [-4.71, 1.91, -1.14], [0.14, -0.29, 0.32], [-0.63, -0.85, 1.20], [-1.46, -1.59, 2.28], [1.21, -0.40, 0.37], [-0.24, 0.33, -0.47]], "nbo_charge": [-0.10, 0.44, -0.34, -0.62, -0.04, 0.16, 0.25, 0.25], "lumo_ev": -0.05, "e_homo_ev": -8.65, "molar_mass_da": 102.12, "gap_ha": 0.3157, "charge": 0, "multiplicity": 1}



Computed stability ranking, most favorable first: #w, #x